# C3H10O3

A 2-piece molecular cluster, C3H10O3 overall (the ωB97M-V functional and the def2-TZVPD basis, the Open Molecules 2025 dataset).

Computed properties:
E, eV: -9414.8246
ΔE to the lowest compared entry with this formula, charge and spin, eV: 0.708
Net charge: 0
Molar mass, g/mol: 94.11
HOMO level, eV: -10.32
Orbital gap, hartree: 0.408
Largest force on an atom, Eh/bohr: 0.0241

Positions of all 16 atoms, in Å:
C: -1.015 -0.565 -0.708
O: -0.410 -1.838 -0.754
C: -1.500 -0.098 0.652
C: -2.203 1.248 0.533
O: -3.008 1.405 -0.637
H: -0.350 0.242 -1.029
H: -1.856 -0.549 -1.412
H: -0.374 -2.145 -1.661
H: -2.203 -0.789 1.120
H: -0.642 0.002 1.309
H: -2.828 1.490 1.399
H: -1.482 2.064 0.492
H: -3.642 0.678 -0.624
H: 6.166 0.265 1.362
H: 7.055 -0.921 0.941
O: 6.997 0.040 0.932

Atom charges from the natural (NBO) analysis, given in e for atoms 1 to 6:
1. C -0.054
2. O -0.722
3. C -0.451
4. C -0.062
5. O -0.713
6. H 0.152